{"formula": "C27H43ClIIrN9O2", "method": "ωB97M-V with the def2-TZVPD basis set", "elements": ["Ir", "C", "C", "C", "C", "C", "O", "C", "C", "C", "C", "C", "C", "Cl", "C", "C", "C", "N", "C", "N", "C", "N", "H", "H", "H", "H", "H", "H", "H", "H", "H", "H", "H", "H", "H", "H", "H", "H", "H", "H", "H", "H", "H", "H", "C", "N", "C", "N", "C", "N", "C", "N", "C", "C", "H", "H", "H", "H", "H", "H", "H", "H", "H", "H", "H", "H", "N", "C", "O", "C", "I", "H", "H", "H", "H", "C", "C", "C", "N", "H", "H", "H", "H", "H"], "xyz": [[2.44656, -1.08777, 0.26019], [-3.09157, 1.23962, 2.16505], [-3.93389, -0.03970, 2.20867], [-5.22125, 0.26091, 2.98253], [-3.14191, -1.14369, 2.92756], [-4.30502, -0.60187, 0.77352], [-5.02028, -1.81157, 0.93463], [-5.22306, 0.35990, -0.02088], [-4.64003, 1.63760, -0.65415], [-5.33807, 2.92639, -0.35315], [-4.61110, 4.14499, -0.49898], [-5.20102, 5.35112, -0.29331], [-6.58042, 5.39900, 0.06038], [-7.33290, 6.86497, 0.26423], [-7.32574, 4.19310, 0.19931], [-6.71457, 2.99470, -0.01337], [-3.10764, -1.16001, -0.06756], [-1.74320, -0.61447, -0.09817], [-0.64710, -1.31555, 0.11957], [0.41969, -0.57932, -0.20900], [-0.11472, 0.60881, -0.63716], [-1.41530, 0.60380, -0.58783], [-2.71127, 1.43434, 3.17072], [-3.68028, 2.11280, 1.87841], [-2.22422, 1.17164, 1.51109], [-4.96909, 0.40460, 4.03447], [-5.94378, -0.55459, 2.95034], [-5.69584, 1.18634, 2.65379], [-3.10849, -0.92388, 3.99549], [-2.10607, -1.20039, 2.57038], [-3.61876, -2.11455, 2.80749], [-5.95030, -1.66739, 1.14284], [-6.04395, 0.61623, 0.64467], [-5.64697, -0.26471, -0.81023], [-4.69503, 1.55243, -1.75027], [-3.57303, 1.73713, -0.45540], [-3.56888, 4.09963, -0.78796], [-4.64948, 6.27490, -0.40765], [-8.37682, 4.24191, 0.45244], [-7.31368, 2.09699, 0.04837], [-3.44770, -1.18375, -1.10384], [-3.00825, -2.18945, 0.26916], [-0.62563, -2.33033, 0.48550], [0.45312, 1.45730, -0.98273], [2.89369, -0.25978, -2.81318], [3.52122, -0.21174, -1.43098], [3.72512, 1.24886, -1.07161], [4.54401, 1.89300, -2.04897], [3.90193, 1.83397, -3.37233], [3.72971, 0.42518, -3.74503], [5.04991, -0.21172, -3.83601], [5.68443, -0.15147, -2.51129], [4.90123, -0.85121, -1.54666], [5.86558, 1.25089, -2.11786], [1.91160, 0.21500, -2.77410], [2.77272, -1.30113, -3.11354], [4.20026, 1.30626, -0.09323], [2.74783, 1.73944, -1.03921], [4.53113, 2.33286, -4.10531], [2.93376, 2.33547, -3.33799], [5.66425, 0.31838, -4.55984], [4.94669, -1.24876, -4.15673], [5.38252, -0.81504, -0.57451], [4.78159, -1.88974, -1.85350], [6.48433, 1.76129, -2.85192], [6.35410, 1.30493, -1.14429], [6.00922, -0.54833, 2.90267], [4.75417, -0.65842, 2.54341], [4.39436, -0.51232, 1.34407], [3.79195, -0.95402, 3.66734], [1.78825, -1.04289, 2.96049], [6.73248, -0.36143, 2.21871], [6.31758, -0.63065, 3.86284], [3.81846, -0.16634, 4.42006], [4.01298, -1.90833, 4.14292], [4.24332, -6.14553, -0.10493], [3.61459, -5.29489, -1.22709], [3.19505, -3.98234, -0.77691], [2.87085, -2.94255, -0.42508], [4.52387, -7.10866, -0.52401], [3.53834, -6.32048, 0.70534], [5.14243, -5.67658, 0.29072], [2.73877, -5.80191, -1.64136], [4.33264, -5.15746, -2.04026]], "de_lowest_kj_mol": 7.91, "max_force_ev_per_a": 2.3, "homo_ev": -18.345, "s_squared": 0.768, "spin_multiplicity": 2, "total_energy_ev": -69624.3836, "lumo_energy_ha": -0.4863, "charge": 4, "gap_ev": 5.11}